1) {
  "formula": "C2H5NO2",
  "method": "ωB97M-V/def2-TZVPD",
  "elements": ["C", "N", "C", "O", "O", "H", "H", "H", "H", "H"],
  "positions_angstrom": [[1.25, -1.16, 0.90], [-0.13, -0.87, 0.24], [-0.47, 0.37, -0.31], [0.41, 1.27, 0.11], [-1.40, 0.52, -1.03], [1.45, -0.65, 1.73], [1.98, -0.86, 0.14], [1.23, -2.26, 1.21], [-0.69, -1.61, -0.33], [0.22, 1.93, -0.50]],
  "lowdin_charge": [-0.04, 0.01, -0.69, 0.14, 0.11, 0.01, 0.08, 0.11, 0.18, 0.09],
  "smiles": "CNC(=O)O",
  "homo_ev": -9.782
}

2) {
  "formula": "C2H5NO2",
  "method": "ωB97M-V/def2-TZVPD",
  "elements": ["O", "C", "H", "H", "C", "N", "O", "H", "H", "H"],
  "positions_angstrom": [[-1.91, -0.94, 1.82], [-1.11, -0.16, 2.26], [-1.46, 0.81, 2.63], [-0.02, -0.37, 2.33], [0.64, 0.49, -1.61], [1.76, 1.07, -1.15], [0.41, -0.69, -1.45], [-0.23, 1.13, -1.91], [2.06, 2.02, -1.32], [2.40, 0.58, -0.54]],
  "lowdin_charge": [0.00, -0.15, 0.07, 0.08, -0.43, 0.11, 0.00, 0.14, 0.09, 0.10],
  "smiles": "NC=O.C=O",
  "homo_ev": -10.058
}

3) {
  "formula": "C2H5NO2",
  "method": "ωB97M-V/def2-TZVPD",
  "elements": ["C", "C", "H", "H", "H", "H", "H", "N", "O", "O"],
  "positions_angstrom": [[-0.71, -0.05, -0.02], [0.65, -0.80, 0.03], [-1.11, 1.81, -0.60], [0.56, 1.37, -0.32], [0.58, -1.53, 0.89], [0.45, -1.47, -0.80], [2.09, 0.32, 0.78], [-0.36, 1.24, 0.18], [-1.76, -0.54, -0.01], [1.81, 0.03, -0.15]],
  "lowdin_charge": [-0.65, -0.17, 0.22, 0.08, 0.14, 0.12, 0.15, 0.10, 0.12, -0.10],
  "smiles": "NC(=O)CO",
  "homo_ev": -9.704
}

4) {
  "formula": "C2H5NO2",
  "method": "ωB97M-V/def2-TZVPD",
  "elements": ["C", "C", "H", "H", "H", "H", "H", "N", "O", "O"],
  "positions_angstrom": [[0.26, 0.71, -0.14], [-0.80, 0.35, 0.90], [1.48, -0.71, -0.84], [0.32, -0.82, -1.67], [0.26, 1.54, -1.00], [1.12, 0.71, 0.57], [-0.65, -1.28, 0.26], [0.41, -0.75, -0.80], [-1.10, -1.00, 1.11], [-1.31, 1.24, 1.61]],
  "lowdin_charge": [-0.05, -0.48, 0.13, -0.04, 0.17, 0.13, 0.04, 0.02, 0.05, 0.04],
  "smiles": "NCC(=O)O",
  "homo_ev": -10.047
}

Going by the energies, 1) is most stable and the next is 18.4 kcal/mol up.

1) {
  "formula": "C2H5NO2",
  "method": "ωB97M-V/def2-TZVPD",
  "elements": ["O", "C", "O", "C", "N", "H", "H", "H", "H", "H"],
  "positions_angstrom": [[-0.27, 1.31, -1.14], [-0.17, 0.29, -0.53], [-0.05, -0.90, -1.14], [-0.25, 0.17, 0.96], [0.79, -0.57, 1.70], [-0.07, -0.66, -2.08], [-1.25, -0.25, 1.14], [-0.31, 1.17, 1.38], [0.35, -0.80, 2.60], [0.93, -1.50, 1.30]],
  "lowdin_charge": [0.12, -0.54, 0.10, -0.20, 0.00, 0.13, 0.12, 0.12, 0.07, 0.07],
  "smiles": "NCC(=O)O",
  "homo_ev": -9.986
}

2) {
  "formula": "C2H5NO2",
  "method": "ωB97M-V/def2-TZVPD",
  "elements": ["N", "C", "O", "C", "O", "H", "H", "H", "H", "H"],
  "positions_angstrom": [[-0.69, 0.98, 0.65], [0.17, 0.39, 1.51], [0.76, 0.95, 2.41], [0.41, -1.00, -1.65], [-0.77, -1.12, -1.40], [-0.97, 1.94, 0.81], [-1.16, 0.43, -0.06], [1.00, -0.12, -1.33], [0.95, -1.76, -2.24], [0.29, -0.69, 1.29]],
  "lowdin_charge": [0.12, -0.44, 0.00, -0.12, -0.02, 0.11, 0.06, 0.08, 0.09, 0.12],
  "smiles": "NC=O.C=O",
  "homo_ev": -9.946
}

3) {
  "formula": "C2H5NO2",
  "method": "ωB97M-V/def2-TZVPD",
  "elements": ["C", "C", "H", "H", "H", "H", "H", "N", "O", "O"],
  "positions_angstrom": [[0.71, 0.66, -0.30], [-0.07, -0.31, 0.64], [0.71, 0.58, -2.34], [-0.22, 1.78, -1.77], [0.80, 1.63, 0.26], [1.73, 0.27, -0.40], [-1.05, -0.57, -0.93], [0.06, 0.82, -1.57], [0.18, -0.40, 1.83], [-0.95, -1.04, -0.07]],
  "lowdin_charge": [-0.19, -0.50, 0.10, 0.09, 0.13, 0.13, 0.09, -0.02, 0.08, 0.09],
  "smiles": "NCC(=O)O",
  "homo_ev": -9.924
}

4) {
  "formula": "C2H5NO2",
  "method": "ωB97M-V/def2-TZVPD",
  "elements": ["C", "C", "N", "O", "O", "H", "H", "H", "H", "H"],
  "positions_angstrom": [[0.04, 1.13, 0.06], [-0.46, -0.26, 0.45], [1.71, -0.27, -0.16], [0.58, -1.14, 0.11], [-1.61, -0.56, -0.28], [-0.18, 1.49, -0.93], [0.34, 1.82, 0.82], [-0.67, -0.33, 1.53], [1.87, -0.36, -1.18], [-1.61, -1.51, -0.44]],
  "lowdin_charge": [0.16, -0.51, 0.10, -0.18, 0.00, 0.07, 0.06, 0.15, 0.05, 0.10],
  "homo_ev": [-8.964, -9.531]
}

Going by the energies, 3) is most stable and the next is 2.4 kcal/mol up.

1) {
  "formula": "C2H5NO2",
  "method": "ωB97M-V/def2-TZVPD",
  "elements": ["C", "C", "H", "H", "H", "H", "H", "N", "O", "O"],
  "positions_angstrom": [[-1.07, -0.55, -0.07], [-0.20, 0.78, 0.20], [-0.60, -0.97, -1.36], [-2.11, -0.35, -0.34], [-0.78, -1.48, 0.62], [-0.77, 1.68, -0.20], [-0.23, 0.49, 1.29], [1.84, -0.06, 0.42], [1.02, 0.68, -0.41], [2.90, -0.22, -0.17]],
  "lowdin_charge": [-0.11, -0.32, 0.17, 0.03, 0.09, 0.14, 0.11, 0.00, -0.12, 0.02],
  "homo_ev": -10.720
}

2) {
  "formula": "C2H5NO2",
  "method": "ωB97M-V/def2-TZVPD",
  "elements": ["N", "C", "O", "C", "O", "H", "H", "H", "H", "H"],
  "positions_angstrom": [[-1.06, 0.79, -0.39], [-0.42, 0.14, 0.64], [-0.91, -0.06, 1.73], [1.02, -0.34, 0.25], [0.92, -0.89, -1.05], [-1.94, 1.27, -0.22], [-0.66, 0.83, -1.31], [1.67, 0.53, 0.26], [1.35, -1.11, 0.96], [0.02, -1.17, -0.85]],
  "lowdin_charge": [0.15, -0.52, 0.06, -0.17, -0.06, 0.12, 0.10, 0.12, 0.13, 0.07],
  "smiles": "NC(=O)CO",
  "homo_ev": -10.086
}

3) {
  "formula": "C2H5NO2",
  "method": "ωB97M-V/def2-TZVPD",
  "elements": ["C", "N", "C", "O", "O", "H", "H", "H", "H", "H"],
  "positions_angstrom": [[-0.85, 0.62, 0.65], [-0.34, 0.17, -0.61], [0.68, -0.71, -0.80], [1.26, -1.14, 0.36], [1.02, -1.11, -1.88], [-1.93, 0.61, 0.66], [-0.53, -0.02, 1.45], [-0.55, 1.64, 0.91], [-0.74, 0.53, -1.46], [1.98, -0.58, 0.70]],
  "lowdin_charge": [-0.08, 0.03, -0.63, 0.07, 0.10, 0.08, 0.08, 0.08, 0.14, 0.13],
  "smiles": "CNC(=O)O",
  "homo_ev": -9.881
}

Going by the energies, 3) is most stable and the next is 12.5 kcal/mol up.

1) {
  "formula": "C6H16N",
  "method": "ωB97M-V/def2-TZVPD",
  "elements": ["C", "C", "C", "C", "C", "C", "N", "H", "H", "H", "H", "H", "H", "H", "H", "H", "H", "H", "H", "H", "H", "H", "H"],
  "positions_angstrom": [[3.33, 0.37, 0.50], [1.91, 0.85, 0.92], [0.81, -0.13, 0.41], [-0.05, 0.52, -0.66], [-1.05, -0.49, -1.27], [-2.05, -1.11, -0.26], [-3.01, -0.07, 0.21], [4.02, 0.42, 1.34], [3.39, -0.64, 0.12], [3.76, 1.01, -0.28], [1.63, 1.83, 0.57], [2.00, 0.81, 2.00], [1.30, -1.02, 0.07], [0.12, -0.22, 1.25], [-0.62, 1.41, -0.37], [0.60, 0.80, -1.48], [-1.66, -0.01, -2.04], [-0.53, -1.34, -1.68], [-1.55, -1.58, 0.58], [-2.51, -1.91, -0.84], [-3.74, 0.01, -0.44], [-3.53, -0.38, 1.04], [-2.57, 0.84, 0.32]],
  "lowdin_charge": [-0.10, -0.22, -0.21, -0.22, -0.18, -0.15, 0.22, 0.07, 0.06, 0.07, 0.10, 0.10, 0.11, 0.10, 0.11, 0.13, 0.12, 0.12, 0.12, 0.14, 0.15, 0.19, 0.16],
  "smiles": "CCCCCC[NH3+]",
  "homo_ev": -14.063,
  "total_charge": 1
}

2) {
  "formula": "C6H16N",
  "method": "ωB97M-V/def2-TZVPD",
  "elements": ["C", "C", "C", "C", "C", "C", "N", "H", "H", "H", "H", "H", "H", "H", "H", "H", "H", "H", "H", "H", "H", "H", "H"],
  "positions_angstrom": [[0.22, 1.42, -2.47], [-0.43, 1.14, -1.10], [-0.39, -0.16, -0.47], [0.49, 1.28, 0.16], [-0.34, 1.48, 1.51], [0.24, 0.22, 2.44], [-0.25, -3.98, -0.36], [1.14, 0.83, -2.55], [0.50, 2.46, -2.69], [-0.45, 1.07, -3.31], [-1.35, 1.74, -0.94], [0.28, -0.99, -0.76], [-1.32, -0.45, 0.02], [1.47, 0.70, 0.17], [0.93, 2.21, -0.01], [-1.45, 1.49, 1.49], [0.05, 2.44, 1.90], [-0.11, 0.24, 3.47], [-0.06, -0.76, 1.97], [1.32, 0.34, 2.40], [0.33, -4.31, -1.08], [0.23, -3.85, 0.50], [-1.03, -4.57, -0.28]],
  "lowdin_charge": [-0.03, -0.29, 0.13, -0.18, -0.14, -0.06, 0.04, 0.09, 0.09, 0.11, 0.17, 0.13, 0.14, 0.18, 0.15, 0.12, 0.11, 0.07, 0.07, 0.06, -0.01, 0.00, 0.00],
  "homo_ev": -13.082,
  "total_charge": 1
}

3) {
  "formula": "C6H16N",
  "method": "ωB97M-V/def2-TZVPD",
  "elements": ["C", "C", "C", "C", "C", "C", "N", "H", "H", "H", "H", "H", "H", "H", "H", "H", "H", "H", "H", "H", "H", "H", "H"],
  "positions_angstrom": [[0.41, -0.88, -2.20], [0.26, -1.08, -0.70], [-0.60, -0.09, 0.11], [-0.81, -0.60, 1.54], [0.02, 1.31, 0.15], [-0.68, 2.32, 0.99], [1.43, -1.42, 0.04], [1.09, -1.60, -2.63], [0.89, 0.13, -2.40], [-0.56, -0.76, -2.70], [-0.44, -2.03, -0.77], [-1.59, 0.10, -0.26], [-1.13, -1.63, 1.50], [-1.61, -0.05, 2.01], [0.11, -0.61, 2.08], [-0.27, 1.85, -0.85], [1.11, 1.25, 0.16], [-1.62, 1.97, 1.35], [-0.93, 3.24, 0.47], [-0.07, 2.72, 1.80], [2.05, -0.62, -0.26], [1.79, -2.28, -0.49], [1.15, -1.25, 1.06]],
  "lowdin_charge": [-0.03, -0.42, -0.34, -0.04, -0.23, -0.10, 0.20, 0.08, 0.11, 0.11, 0.19, 0.15, 0.10, 0.09, 0.07, 0.15, 0.11, 0.07, 0.08, 0.09, 0.18, 0.22, 0.17],
  "smiles": "CC[C@H](C)[C@@H](C)[NH3+]",
  "homo_ev": -14.371,
  "total_charge": 1
}

Going by the energies, 1) is most stable and the next is 22.6 kcal/mol up.

1) {
  "formula": "CH3N3S2",
  "method": "ωB97M-V/def2-TZVPD",
  "elements": ["C", "N", "N", "N", "S", "S", "H", "H", "H"],
  "positions_angstrom": [[0.65, 1.56, -0.21], [-0.42, 0.95, -0.49], [-0.47, -0.36, -0.44], [-1.46, -1.09, 0.20], [2.10, 0.70, 0.37], [1.38, -1.10, 0.06], [0.73, 2.61, -0.52], [-1.34, -2.05, -0.14], [-1.18, -1.22, 1.17]],
  "lowdin_charge": [-0.53, -0.07, -0.41, 0.00, 0.41, 0.36, 0.08, 0.08, 0.07],
  "smiles": "NN1N=CSS1",
  "homo_ev": -7.742
}

2) {
  "formula": "CH3N3S2",
  "method": "ωB97M-V/def2-TZVPD",
  "elements": ["C", "N", "N", "N", "S", "S", "H", "H", "H"],
  "positions_angstrom": [[-0.76, 0.39, 0.28], [-0.24, -0.83, 0.29], [0.97, -1.15, 0.25], [1.90, -0.31, -0.17], [-2.36, 0.96, 0.22], [-3.84, -0.09, -0.47], [-0.14, 1.23, 0.60], [2.80, -0.74, -0.32], [1.68, 0.55, -0.68]],
  "lowdin_charge": [-0.59, -0.07, -0.07, 0.06, 0.37, 0.04, 0.05, 0.10, 0.10],
  "homo_ev": [-8.299, -8.007]
}

Going by the energies, 1) is most stable and the next is 3.7 kcal/mol up.

1) {
  "formula": "C3H5O3PS",
  "method": "ωB97M-V/def2-TZVPD",
  "elements": ["C", "C", "C", "O", "O", "O", "P", "S", "H", "H", "H", "H", "H"],
  "positions_angstrom": [[0.45, 0.37, -0.42], [0.61, -0.58, 0.30], [0.20, 1.36, -1.46], [0.98, -0.62, 3.66], [-0.52, -2.35, 3.34], [0.57, -1.47, 1.28], [-0.24, -0.95, 2.75], [-1.45, 0.52, 2.51], [0.17, 0.77, -2.47], [-0.75, 1.65, -1.18], [0.89, 2.19, -1.54], [0.85, 0.39, 3.70], [-1.08, -3.00, 2.77]],
  "lowdin_charge": [-0.11, -0.23, -0.10, -0.17, -0.15, -0.18, 0.10, 0.35, 0.12, 0.04, 0.07, 0.10, 0.16],
  "smiles": "CC#COP(O)(O)=S",
  "homo_ev": -9.188
}

2) {
  "formula": "C3H5O3PS",
  "method": "ωB97M-V/def2-TZVPD",
  "elements": ["C", "C", "C", "O", "O", "O", "P", "S", "H", "H", "H", "H", "H"],
  "positions_angstrom": [[0.24, 1.20, 0.12], [0.38, -0.07, -0.60], [-0.15, -1.25, -0.14], [2.63, 1.77, -1.05], [2.70, 0.13, 1.14], [3.26, -1.31, -0.81], [2.11, 1.75, 0.32], [3.75, -0.80, 0.49], [-0.26, 1.99, -0.49], [-0.04, 1.03, 1.09], [1.01, -0.14, -1.48], [-0.16, -2.10, -0.71], [-0.52, -1.39, 0.88]],
  "lowdin_charge": [-0.26, -0.27, 0.04, -0.40, -0.70, -0.50, 0.88, 0.88, 0.11, 0.03, 0.09, 0.02, 0.07],
  "homo_ev": [-8.967, -8.014]
}

Going by the energies, 1) is most stable and the next is 54.0 kcal/mol up.